Record 1
{
  "formula": "C45H44F9N7OsP2",
  "method": "wB97M-V/def2-TZVPD",
  "symbols": ["C", "C", "H", "C", "C", "C", "C", "H", "F", "H", "C", "H", "C", "C", "H", "N", "C", "P", "C", "C", "N", "C", "C", "H", "C", "F", "H", "H", "H", "C", "C", "C", "C", "C", "N", "H", "H", "N", "H", "H", "H", "H", "H", "H", "C", "H", "H", "C", "H", "C", "F", "F", "C", "C", "H", "H", "C", "H", "H", "N", "C", "H", "H", "H", "C", "F", "C", "C", "C", "C", "H", "C", "H", "C", "H", "H", "N", "H", "H", "H", "H", "F", "C", "C", "H", "H", "C", "F", "F", "P", "H", "C", "H", "C", "N", "Os", "F", "H", "C", "C", "H", "H", "H", "C", "C", "C", "C", "H"],
  "xyz": [[-2.597, 4.998, -0.351], [6.079, 1.236, -0.100], [1.028, -4.034, -5.047], [-1.378, 4.647, 0.133], [4.066, 0.240, -1.138], [1.639, 2.946, -1.291], [2.959, -1.500, -3.848], [2.930, -2.586, 4.579], [-5.453, -1.738, 5.744], [3.179, -2.908, -5.415], [1.328, 4.219, -1.767], [2.021, -5.997, -0.233], [1.316, -3.208, -4.402], [-2.913, -0.039, 1.866], [1.197, -4.468, -0.456], [2.806, -0.368, 2.110], [-1.931, -0.052, -0.934], [2.275, 0.177, -1.501], [1.034, 3.264, -3.994], [2.099, -1.045, -2.809], [-0.029, -4.905, 1.931], [-2.280, -1.440, -1.150], [0.962, -1.809, -2.448], [-2.449, -2.127, -0.357], [1.757, 1.832, -2.153], [-5.036, 0.346, 6.266], [-2.816, -2.255, 1.942], [1.149, -1.633, 5.961], [-3.921, 1.948, -0.430], [-3.212, -1.460, -4.632], [6.779, 0.066, -0.269], [4.738, -0.990, -1.220], [-4.071, -1.481, 3.431], [1.425, 2.042, -3.534], [-0.288, -2.460, 1.610], [1.575, -7.552, 1.015], [4.026, -2.212, 2.809], [-0.176, -0.182, 3.544], [-3.413, 2.121, 2.197], [-4.390, -2.499, 3.725], [4.361, 2.231, -0.594], [-1.120, 0.226, 3.699], [1.000, 5.337, -3.606], [1.650, 1.113, -4.100], [-0.002, -3.603, 1.720], [0.814, 3.322, -5.045], [1.667, -2.566, 3.301], [-4.668, -0.349, 4.041], [7.845, -0.021, -0.047], [0.307, -0.437, 4.598], [-3.532, 6.470, -1.878], [-3.617, -2.711, -4.737], [0.538, -2.882, -3.249], [-3.640, 1.012, 2.384], [-0.410, -3.244, -3.091], [-1.657, 1.602, -2.054], [6.076, -1.034, -0.745], [-0.296, -0.030, 5.456], [1.275, 5.102, -1.105], [1.224, -5.392, -0.043], [-1.655, -0.024, -3.439], [4.351, -1.916, -1.683], [4.189, -0.729, 3.625], [6.537, 2.166, 0.252], [1.503, -1.194, 5.089], [-6.833, 0.051, 5.142], [-1.897, 2.332, 0.244], [-2.679, -0.988, -3.343], [4.810, 1.310, -0.575], [-2.709, 6.381, -0.810], [-2.043, 0.802, -4.184], [-4.523, 0.800, 3.428], [0.283, -1.366, -1.706], [3.358, -1.264, 3.137], [-4.480, 4.194, -1.038], [0.919, 1.392, 1.297], [1.044, -6.898, 1.607], [-5.095, 1.702, 3.529], [1.795, 2.739, -0.247], [-6.784, 8.611, 3.122], [-0.550, 5.354, 0.084], [-1.535, 6.947, -1.098], [-5.547, -0.458, 5.337], [-3.184, 2.704, -0.263], [-0.774, -0.377, -3.752], [3.532, -0.349, 1.262], [0.769, -5.674, 1.170], [-4.163, -0.656, -5.110], [-3.349, 7.194, 0.113], [-1.596, 0.567, 0.679], [3.006, 0.432, 2.576], [-2.879, -1.846, -2.450], [-0.046, 3.172, 0.904], [-3.534, 4.008, -0.541], [1.340, -0.107, -0.355], [0.635, -0.091, 1.423], [-2.037, -1.355, -5.540], [3.891, -0.952, -3.792], [-3.234, -1.336, 2.348], [1.006, 4.367, -3.133], [2.065, -0.373, 5.497], [6.649, -1.928, -0.776], [-3.457, -2.715, -2.467], [2.325, -1.983, 3.929], [-0.996, 3.333, 0.427], [-1.553, 0.564, -2.096], [2.566, -2.547, -4.610], [0.726, -7.272, 2.498]],
  "forces_ev_per_angstrom": [[1.1, -0.5, 0.1], [0.9, 1.0, -0.3], [0.0, 0.3, 0.0], [2.2, -0.3, -0.2], [0.6, -1.0, 0.5], [0.1, -0.9, -0.4], [-0.5, 2.1, 2.6], [0.1, -1.2, 0.0], [-1.2, 0.8, 0.3], [0.3, 0.0, -0.2], [-0.5, 0.1, -0.7], [-0.2, 0.7, -0.9], [0.4, 0.6, 1.8], [0.3, 0.9, -0.7], [0.0, -0.2, 0.2], [1.4, -2.6, -3.5], [0.7, -3.7, -2.0], [2.8, 3.2, -4.0], [-0.1, 0.2, 0.0], [-1.1, -1.9, 1.1], [1.3, 0.7, -0.4], [-1.2, -0.1, -0.2], [-0.4, 0.6, -1.5], [0.1, -0.3, 0.9], [-0.4, 1.1, -0.9], [0.2, -0.3, 0.4], [0.1, 0.4, -0.1], [-0.3, -1.9, 1.2], [-0.3, -0.4, -0.1], [1.8, 1.1, -3.1], [-0.1, -0.8, 0.2], [1.4, -0.2, 0.5], [-0.8, -0.4, 0.4], [1.5, -2.7, 2.1], [1.7, -1.1, 0.0], [-0.7, 0.6, 0.6], [-1.6, 2.2, -0.6], [-3.0, 2.0, -7.7], [-0.5, -2.0, -0.3], [0.5, 0.8, 0.1], [-1.2, 2.2, 0.2], [0.9, 0.0, -0.8], [-0.7, 0.3, 0.3], [-0.7, 1.1, -0.5], [-1.9, 0.6, -0.3], [-0.1, 0.5, -0.2], [-0.1, -0.1, 0.0], [-1.4, -3.2, 1.5], [-0.4, 0.0, 0.1], [1.5, -1.2, 8.5], [0.7, -0.3, -0.3], [-0.1, 0.2, 0.2], [3.0, 1.5, -1.8], [1.3, 1.4, 0.3], [-1.9, -1.3, 0.3], [1.0, 1.8, -0.1], [-0.3, 0.2, -0.4], [0.6, -0.7, -0.2], [0.3, -0.7, -0.4], [1.4, -0.2, -0.6], [-3.4, 5.2, 0.6], [-0.1, 0.8, 0.5], [-0.8, 0.0, 0.7], [0.0, -0.5, 0.0], [0.3, 1.9, -4.4], [1.7, -1.8, 0.2], [-1.7, -0.2, 0.6], [-1.0, -1.5, -6.1], [-1.6, -1.4, -0.6], [-2.5, 2.5, 0.1], [1.2, -1.3, 1.3], [-0.2, 3.7, -1.7], [0.4, -0.9, -0.2], [2.3, -3.0, -0.8], [0.0, 0.2, 0.3], [0.5, 1.5, 0.6], [0.7, -1.5, 0.0], [-0.5, 0.1, 1.4], [0.2, 0.4, 0.4], [0.0, 0.0, 0.0], [-0.5, 0.1, 0.5], [-0.3, -0.1, -0.1], [0.4, 0.9, -1.9], [0.6, -0.3, 0.4], [3.4, -1.5, -1.6], [-2.2, 0.0, 2.0], [-1.7, 0.2, 1.5], [0.2, -0.2, -0.3], [1.0, -0.8, -0.3], [0.5, -0.3, 0.4], [0.3, 3.8, 1.0], [1.4, -0.6, 7.6], [0.2, -0.1, -0.2], [-0.6, -0.8, -0.6], [-2.8, -1.2, 5.5], [-0.6, -1.8, -1.9], [-2.4, -0.4, 1.0], [0.3, -0.4, -1.2], [0.6, -0.1, -0.3], [1.2, -0.4, 0.2], [1.1, 0.4, 0.2], [0.1, -0.9, -0.4], [-0.8, -1.0, -0.3], [-0.6, 1.0, 3.7], [-0.3, 0.7, 0.8], [-1.2, 1.3, 1.2], [-1.3, -1.5, -0.8], [0.0, 0.6, -0.4]],
  "lowdin_charge": [-0.116, -0.073, 0.114, 0.004, -0.266, -0.115, -0.076, 0.106, 0.144, 0.113, -0.063, 0.128, 0.001, -0.316, 0.110, -0.071, -0.379, 0.795, -0.070, -0.286, 0.128, 0.003, -0.112, 0.071, -0.236, 0.158, 0.085, 0.099, 0.118, -0.487, -0.052, -0.082, 0.010, -0.074, 0.077, 0.140, 0.169, -0.010, 0.140, 0.140, 0.075, 0.095, 0.115, 0.109, -0.331, 0.114, 0.069, -0.095, 0.126, -0.243, 0.145, 0.177, -0.043, -0.093, 0.072, 0.091, -0.058, 0.156, 0.116, 0.197, -0.105, 0.113, 0.131, 0.129, -0.079, 0.116, -0.346, -0.207, -0.083, -0.548, 0.198, -0.043, 0.059, -0.266, 0.141, -0.070, 0.183, 0.139, 0.065, 0.003, 0.119, 0.156, -0.503, -0.066, 0.077, 0.132, -0.506, 0.175, 0.117, 0.991, 0.030, 0.007, 0.073, 0.029, -0.383, 1.103, 0.020, 0.114, -0.080, -0.036, 0.122, 0.098, 0.128, -0.165, -0.081, -0.049, -0.056, 0.139],
  "total_charge": 2,
  "e_tot_ha": -3795.83830,
  "spin_multiplicity": 5,
  "homo_energy_ev": [-12.33, -13.78],
  "gap_ha": [0.2826, 0.2674],
  "lumo_energy_ev": [-4.641, -6.499],
  "fmax_ev_per_a": 8.711
}

***

Record 2
{
  "formula": "C45H44N13O5W",
  "method": "wB97M-V/def2-TZVPD",
  "symbols": ["C", "C", "H", "C", "N", "H", "N", "C", "N", "H", "C", "H", "C", "W", "H", "H", "H", "C", "N", "H", "H", "C", "C", "H", "H", "H", "C", "C", "H", "H", "H", "N", "N", "H", "C", "H", "N", "O", "N", "H", "H", "C", "H", "H", "H", "C", "H", "C", "C", "O", "H", "C", "C", "H", "C", "H", "C", "C", "C", "C", "H", "H", "C", "C", "C", "H", "H", "C", "C", "H", "N", "H", "O", "H", "O", "H", "H", "C", "C", "H", "C", "C", "C", "H", "C", "N", "H", "C", "N", "C", "N", "H", "C", "H", "C", "C", "H", "H", "O", "H", "C", "N", "C", "H", "C", "C", "C", "C"],
  "xyz": [[-5.894, 2.866, 1.520], [4.608, 1.989, 0.226], [-3.094, 3.122, 3.063], [-2.302, -2.335, 3.773], [-0.498, -2.395, -3.125], [-6.290, 2.635, -1.109], [-0.073, -4.136, -1.493], [-2.569, 2.247, 0.337], [-1.204, 0.831, -4.067], [1.281, 5.964, -3.083], [-1.368, 4.866, 1.137], [3.737, 2.537, -0.107], [-3.022, -2.840, -0.475], [0.142, -0.054, -0.271], [-1.542, -2.972, 4.201], [-1.269, 6.990, 1.033], [-0.788, 4.042, -5.187], [-4.790, -3.579, -1.913], [-0.665, -0.170, -2.250], [3.757, 0.124, -1.529], [0.247, 6.022, -4.473], [-2.089, -1.755, 2.535], [1.099, 2.478, -2.037], [-5.406, -1.170, 4.373], [2.003, -1.498, -2.988], [-5.311, 4.097, -0.919], [6.985, 1.736, 0.407], [1.971, -0.183, 0.793], [2.419, 4.980, 1.817], [-6.043, 3.941, 1.548], [-6.368, -2.170, -2.215], [1.074, 3.608, -2.566], [0.324, -2.047, -0.907], [-2.228, 2.641, -0.644], [-3.322, 0.882, 0.031], [-5.238, -4.343, -2.532], [0.582, -2.890, 0.125], [-0.363, 1.497, 0.500], [0.351, -4.089, -0.245], [-0.119, -0.354, 4.885], [5.257, -0.229, -3.492], [0.702, 3.737, 1.566], [5.403, -0.895, 1.826], [4.005, -1.199, -4.283], [-3.098, -4.779, -1.350], [5.882, 2.470, -0.004], [7.980, 2.097, 0.196], [-2.461, 2.340, 3.451], [0.655, 6.134, 1.432], [-1.501, -0.660, 0.176], [4.015, -1.610, -1.821], [5.543, 0.045, 1.316], [-2.858, -0.539, 0.495], [1.165, 7.087, 1.476], [1.357, 4.954, 1.624], [-1.145, -1.932, 2.016], [3.112, 0.236, 0.918], [-1.488, 1.769, 2.637], [-1.284, 2.278, 1.215], [-2.613, 1.912, 4.758], [-2.108, -3.051, 0.062], [-0.830, -3.050, -3.818], [4.183, -0.377, -3.589], [-0.109, -2.877, -1.897], [3.583, -0.690, -2.229], [1.256, 2.815, 1.709], [-5.359, -0.435, -0.830], [-0.706, 6.082, 1.190], [-0.645, 0.798, 3.163], [3.737, 0.529, -3.992], [-0.330, 3.540, -4.442], [-3.664, -2.568, 5.413], [-3.590, 3.070, 0.840], [7.676, -0.018, 1.411], [-4.626, 1.129, 0.482], [-4.619, 2.665, -1.692], [-2.429, 4.843, 0.955], [-4.471, -1.335, 3.861], [4.432, 0.758, 0.870], [-1.894, 0.615, 6.298], [0.462, 4.180, -3.588], [-3.075, -0.971, 1.941], [-1.772, 0.943, 5.278], [-3.390, 2.344, 5.372], [-0.782, 0.395, 4.482], [-0.975, 1.009, -2.814], [-6.825, 2.374, 1.256], [-0.758, -1.064, -3.277], [1.286, 1.512, -1.390], [-4.836, -1.368, -0.963], [0.691, 5.487, -3.746], [-0.564, 2.548, -4.350], [-3.595, -3.825, -1.258], [-3.327, 0.800, -1.077], [6.813, 0.539, 1.081], [-5.290, 3.011, -0.910], [-5.567, 2.518, 2.495], [6.023, 3.409, -0.518], [2.157, -0.834, -2.297], [0.140, 0.356, 2.538], [-4.845, 2.520, 0.473], [-1.088, -0.437, -4.400], [-3.492, -2.119, 4.446], [-5.070, -0.221, 2.141], [-4.278, -0.782, 2.607], [-3.614, -1.590, -0.343], [-5.415, -2.357, -1.742], [-0.669, 3.682, 1.318]],
  "forces_ev_per_angstrom": [[0.5, -0.2, -0.2], [-0.1, 0.0, 0.0], [0.0, 0.0, 0.0], [-0.1, -0.2, 0.0], [0.0, -0.1, 0.0], [-0.1, 0.0, -0.1], [-0.4, 0.6, -1.6], [0.3, -0.2, -0.7], [-0.2, 0.4, 0.9], [-0.1, -0.1, 0.0], [-0.2, -0.2, -0.1], [0.0, 0.0, 0.0], [0.1, 0.0, 0.1], [1.8, 1.2, -2.7], [0.1, 0.0, 0.1], [0.0, 0.1, 0.0], [0.1, 0.0, 0.1], [-0.1, -0.1, 0.0], [0.1, 0.2, -0.9], [0.0, -0.1, -0.1], [0.1, -0.1, 0.1], [0.1, -0.1, -0.2], [0.2, -1.0, 0.7], [-0.1, 0.0, 0.1], [-0.2, 0.1, 0.3], [0.0, 0.1, 0.0], [0.0, 0.0, 0.0], [-1.5, -0.2, -0.6], [0.1, 0.0, 0.0], [-0.1, 0.1, 0.0], [-0.1, 0.0, 0.0], [0.3, 1.0, 0.1], [-0.3, -1.4, 0.0], [-0.1, -0.2, 0.3], [0.3, 0.1, -0.5], [0.0, 0.0, 0.0], [0.3, 0.2, 0.8], [0.0, -0.2, 0.2], [0.3, -0.1, 0.9], [0.1, -0.1, 0.0], [0.1, 0.0, -0.1], [0.0, -0.1, 0.0], [0.0, -0.1, 0.0], [0.1, 0.0, -0.1], [0.0, -0.1, 0.0], [0.0, 0.0, -0.1], [0.1, 0.1, 0.0], [0.0, 0.1, -0.1], [0.0, 0.1, 0.0], [1.0, -0.4, 0.9], [0.0, 0.1, 0.1], [-0.1, -0.1, 0.0], [-1.8, 0.4, 0.1], [0.0, 0.0, 0.0], [0.1, -0.1, 0.0], [-0.3, -0.1, 0.3], [-0.6, -0.4, 0.0], [0.4, -0.4, 0.0], [-1.3, 1.0, 0.9], [0.0, 0.1, -0.1], [0.1, -0.1, 0.0], [0.0, 0.1, 0.0], [-0.2, 0.0, 0.3], [0.2, 0.4, 0.7], [0.0, 0.1, -0.1], [0.0, 0.1, 0.0], [0.0, 0.1, -0.1], [0.0, 0.1, 0.0], [0.2, 0.2, -0.2], [0.0, 0.1, -0.1], [-0.1, 0.1, -0.1], [0.0, 0.0, 0.1], [0.1, 0.0, 0.2], [0.1, -0.1, 0.1], [0.0, -0.1, 0.2], [0.1, 0.0, -0.1], [0.0, 0.1, 0.0], [0.0, 0.0, 0.0], [0.2, 0.2, 0.0], [0.0, 0.0, 0.1], [-0.2, -0.3, -0.2], [0.6, -0.1, 0.2], [0.1, -0.1, 0.0], [0.0, 0.1, 0.1], [0.1, 0.1, 0.0], [-0.2, 0.7, -0.2], [-0.1, 0.0, 0.0], [0.1, 0.3, 0.4], [-0.7, -0.7, 0.2], [0.0, 0.2, 0.0], [-0.1, 0.1, -0.1], [0.0, 0.2, 0.0], [0.1, 0.0, 0.0], [0.1, 0.0, 0.4], [0.0, -0.1, 0.0], [0.3, -0.2, 0.3], [0.0, 0.0, 0.1], [0.0, 0.1, 0.0], [0.5, -0.2, -0.7], [-0.3, 0.1, 0.5], [-0.6, 0.4, -0.1], [0.3, -1.4, 0.1], [0.0, 0.0, 0.0], [0.0, 0.0, 0.0], [-0.1, 0.1, -0.1], [0.4, -0.2, -0.3], [-0.1, -0.1, 0.0], [0.4, -0.2, -0.4]],
  "lowdin_charge": [0.038, -0.037, 0.115, -0.069, 0.184, 0.097, 0.073, -0.136, -0.062, 0.126, -0.012, 0.107, -0.027, 1.957, 0.114, 0.107, 0.127, -0.073, -0.085, 0.075, 0.123, -0.052, -0.274, 0.108, 0.089, 0.097, -0.063, -0.116, 0.105, 0.099, 0.108, 0.176, -0.174, 0.160, -0.137, 0.108, -0.041, -0.283, -0.034, 0.116, 0.081, -0.017, 0.123, 0.079, 0.108, -0.063, 0.110, -0.004, -0.081, -0.281, 0.127, -0.013, -0.295, 0.105, -0.066, 0.098, -0.068, -0.127, -0.311, -0.051, 0.095, 0.169, -0.064, -0.422, -0.281, 0.114, 0.112, -0.067, -0.041, 0.074, 0.216, 0.108, -0.038, 0.112, -0.041, 0.088, 0.111, -0.058, -0.261, 0.111, -0.456, -0.127, -0.066, 0.111, -0.064, -0.054, 0.099, -0.379, 0.058, -0.012, 0.194, 0.049, -0.060, 0.148, -0.060, 0.035, 0.088, 0.109, -0.169, 0.078, -0.561, 0.092, -0.075, 0.113, -0.002, -0.123, -0.061, -0.123],
  "total_charge": 1,
  "e_tot_ha": -2896.01722,
  "spin_multiplicity": 1,
  "homo_energy_ev": -10.62,
  "gap_ha": 0.2037,
  "lumo_energy_ev": -5.077,
  "fmax_ev_per_a": 3.472
}